1.
Here is one molecule with the formula CH2N2O2S2 in a non-equilibrium geometry from OMol25. Energies are from ωB97M-V with the def2-TZVPD basis set.

As for the lowest unoccupied orbital energy: -0.494 eV. Its relative energy (zero: lowest compared OMol25 entry of this formula, charge and spin) is 57.4 kcal per mole.

```
! RIJCOSX wB97M-V def2-TZVPD def2/J DEFGRID3
* xyz 0 1
C -1.0370 -0.9373 0.5923
N -0.4725 -0.1129 -0.6702
N -0.6070 -1.8623 1.2575
O 0.1571 2.1196 -1.3565
O 1.9231 0.6323 -0.8456
S -2.2245 0.1135 -0.0277
S 0.7211 1.1011 -0.2067
H 0.9079 2.5628 -1.7179
H -1.1502 -2.4425 1.8694
*
```

Charges obtained by Mulliken population analysis, quoted in units of e: number 1, C, carries 0.351; number 2, N, carries -0.167; number 3, N, carries -0.442; number 4, O, carries -0.451; number 5, O, carries -0.522; number 6, S, carries -0.044; number 7, S, carries 0.666; number 8, H, carries 0.323; number 9, H, carries 0.285

***

2.
Here is one molecule with the formula C4H10N2OS in a non-equilibrium geometry from OMol25. Energies are from ωB97M-V with the def2-TZVPD basis set.

As for the lowest unoccupied orbital energy: 0.710 eV. Its relative energy (zero: lowest compared OMol25 entry of this formula, charge and spin) is 67.7 kcal per mole.

```
! RIJCOSX wB97M-V def2-TZVPD def2/J DEFGRID3
* xyz 0 1
C 1.1880 0.5945 1.0923
C 0.3954 0.0186 -0.0608
C 0.7138 -1.3447 -0.5110
C -2.0060 0.0958 -0.7713
N 0.5185 1.8339 1.6147
N -1.0513 0.1999 0.3687
O -1.8534 1.5835 2.4090
S -1.1635 1.6994 1.1590
H 1.1426 -0.1220 1.8242
H 2.2244 0.8132 0.7856
H 0.3657 0.7498 -0.8761
H 0.0001 -1.8612 -1.1173
H 0.6845 -1.9653 0.3416
H 1.6204 -1.4215 -0.9893
H -2.9772 0.5736 -0.3585
H -1.6417 0.4829 -1.7472
H -2.1667 -0.9299 -1.1553
H 0.6992 2.6729 0.9489
*
```

Charges obtained by Mulliken population analysis, quoted in units of e: number 1, C, carries -0.819; number 2, C, carries 0.395; number 3, C, carries -1.634; number 4, C, carries -0.800; number 5, N, carries -0.483; number 6, N, carries -0.247; number 7, O, carries -0.532; number 8, S, carries 0.411; number 9, H, carries 0.426; number 10, H, carries 0.361; number 11, H, carries 0.429; number 12, H, carries 0.397; number 13, H, carries 0.406; number 14, H, carries 0.421; number 15, H, carries 0.317; number 16, H, carries 0.311; number 17, H, carries 0.290; number 18, H, carries 0.351

***

3.
Here is a 2-piece molecular cluster, H4NO2PS overall in a non-equilibrium geometry from OMol25. Energies are from ωB97M-V with the def2-TZVPD basis set.

As for the lowest unoccupied orbital energy: -0.352 eV. Its relative energy (zero: lowest compared OMol25 entry of this formula, charge and spin) is 126.5 kcal per mole.

```
! RIJCOSX wB97M-V def2-TZVPD def2/J DEFGRID3
* xyz 0 1
N -0.3050 0.5908 -0.2466
O 2.7974 0.0032 -0.8124
O -2.0553 -1.1203 0.0552
P 2.1101 -0.4721 0.3870
S -1.9953 0.3101 0.2225
H -0.2354 0.1381 -1.0850
H -0.0763 1.5892 -0.2406
H 1.4705 -1.9332 0.0477
H -1.7107 0.8941 1.6721
*
```

Charges obtained by Mulliken population analysis, quoted in units of e: number 1, N, carries -0.569; number 2, O, carries -0.426; number 3, O, carries -0.475; number 4, P, carries 0.365; number 5, S, carries 0.352; number 6, H, carries 0.318; number 7, H, carries 0.298; number 8, H, carries 0.006; number 9, H, carries 0.130

***

4.
Here is C19H48B2NO28 as an isolated structure in a non-equilibrium geometry from OMol25. Energies are from ωB97M-V with the def2-TZVPD basis set.

As for the lowest unoccupied orbital energy: 0.953 eV. Its relative energy (zero: lowest compared OMol25 entry of this formula, charge and spin) is 31.7 kcal per mole.

```
! RIJCOSX wB97M-V def2-TZVPD def2/J DEFGRID3
* xyz -1 1
C -30.0667 3.8746 26.6053
C -28.7289 3.4903 26.0472
C -28.0253 2.2560 26.5889
C -26.5870 2.1764 26.1494
N -25.7866 0.8854 26.5848
C -26.5088 -0.4137 26.1316
C -27.1513 -0.9166 27.5135
C -26.7660 0.0243 28.6424
C -25.6803 0.9405 28.0641
C -24.5302 1.0049 25.7869
C -23.4511 1.9893 26.3934
C -22.0907 1.9612 25.6326
H -30.9716 3.1865 26.3711
H -30.5530 4.8648 26.2315
H -29.9647 3.9301 27.7971
H -28.0797 4.2784 26.1647
H -28.7572 3.5582 24.8137
H -28.6010 1.3453 26.3734
H -28.1931 2.1148 27.6526
H -25.9487 2.9426 26.4677
H -26.5943 2.3315 25.0841
H -26.0013 -1.2429 25.7902
H -27.0395 -0.1054 25.2662
H -26.8515 -1.9473 27.7937
H -28.2461 -1.0036 27.4324
H -26.4796 -0.5118 29.5952
H -27.6394 0.5246 28.9228
H -24.7589 0.5511 28.3855
H -25.6440 1.8486 28.3980
H -24.6405 1.1834 24.7325
H -24.1233 -0.0131 25.9365
H -23.3602 1.8566 27.4116
H -23.8062 2.9146 26.4606
H -21.6166 1.1666 26.2964
H -21.4436 2.7010 25.6142
H -22.1599 1.6007 24.7362
O -24.7677 -6.6356 28.9245
C -24.4203 -6.1455 27.7981
O -25.3202 -5.9508 26.8803
B -24.6193 -5.2960 25.7913
O -23.1629 -5.4829 26.0642
C -23.1783 -5.9894 27.1753
O -22.1237 -6.3843 27.5385
O -25.0496 -3.9391 25.5901
C -25.4830 -3.9104 24.3616
O -25.7016 -2.9114 23.7876
C -25.4913 -5.2206 23.8611
O -24.9455 -6.0327 24.6183
O -25.9832 -5.4473 22.7977
O -22.9108 -2.6233 21.9444
C -22.4124 -2.1575 22.9418
O -22.6796 -2.7437 23.9716
B -21.6748 -2.2552 24.9987
O -20.8423 -1.2666 24.1936
C -21.3949 -1.1934 23.0653
O -21.1536 -0.4133 22.1209
O -20.8213 -3.4222 25.4477
C -20.9920 -3.4462 26.6718
O -20.3224 -4.1825 27.4053
C -21.8996 -2.4474 27.1057
O -22.2647 -1.7682 26.1866
O -22.5295 -2.4616 28.0984
O -25.1474 -9.4896 27.8938
H -25.0910 -8.6635 28.4328
H -25.6210 -9.0806 27.0602
O -19.5898 -7.0335 26.1159
H -20.3285 -7.5738 26.2521
H -19.8838 -6.4176 26.6343
O -24.1635 -4.9814 32.3154
H -23.7674 -4.1023 32.6104
H -24.3245 -4.9604 31.2729
O -25.2613 -8.2314 31.2494
H -24.7704 -7.5749 30.6559
H -25.1051 -7.9777 32.1879
O -20.3804 -8.0271 29.2251
H -20.7537 -7.9884 30.1521
H -20.8803 -7.5281 28.6525
O -22.2241 -7.2854 23.6840
H -22.9501 -6.6663 23.9514
H -21.5704 -6.7726 23.6229
O -26.6762 -8.6842 25.8255
H -26.5914 -8.2774 24.8654
H -27.5137 -8.3017 26.0573
O -27.9481 -3.8042 21.4279
H -27.7921 -2.9856 22.0187
H -27.3882 -4.4650 21.9599
O -24.3067 -3.7313 29.8570
H -23.6061 -3.4787 29.2123
H -25.0506 -3.8605 29.3294
O -26.5593 -8.0806 23.1220
H -25.9740 -7.3476 22.9542
H -25.9251 -8.5285 22.7267
O -27.2642 -1.1100 22.2167
H -26.6406 -1.4873 22.8956
H -26.8057 -0.7382 21.6107
O -28.0682 -4.8226 26.5587
H -27.3387 -5.0621 27.2477
H -28.6191 -5.7662 26.6109
*
```

Charges obtained by Mulliken population analysis, quoted in units of e: number 1, C, carries -1.196; number 2, C, carries -0.561; number 3, C, carries -0.217; number 4, C, carries -1.573; number 5, N, carries 1.123; number 6, C, carries 0.049; number 7, C, carries -0.297; number 8, C, carries -0.945; number 9, C, carries -1.261; number 10, C, carries -0.266; number 11, C, carries -1.179; number 12, C, carries -1.544; number 13, H, carries 0.280; number 14, H, carries 0.337; number 15, H, carries 0.259; number 16, H, carries 0.450; number 17, H, carries 0.249; number 18, H, carries 0.369; number 19, H, carries 0.324; number 20, H, carries 0.716; number 21, H, carries 0.431; number 22, H, carries -0.534; number 23, H, carries 0.510; number 24, H, carries -0.039; number 25, H, carries 0.488; number 26, H, carries 0.428; number 27, H, carries 0.330; number 28, H, carries 0.659; number 29, H, carries 0.693; number 30, H, carries 0.573; number 31, H, carries -0.132; number 32, H, carries 0.679; number 33, H, carries 0.779; number 34, H, carries 0.231; number 35, H, carries 0.484; number 36, H, carries 0.423; number 37, O, carries -0.835; number 38, C, carries -0.504; number 39, O, carries -0.197; number 40, B, carries 1.894; number 41, O, carries 0.401; number 42, C, carries 0.860; number 43, O, carries -0.557; number 44, O, carries 0.372; number 45, C, carries 0.337; number 46, O, carries -0.218; number 47, C, carries -0.114; number 48, O, carries -1.501; number 49, O, carries -0.928; number 50, O, carries -0.668; number 51, C, carries 0.823; number 52, O, carries 0.084; number 53, B, carries 1.057; number 54, O, carries -0.736; number 55, C, carries -0.046; number 56, O, carries -0.667; number 57, O, carries -0.643; number 58, C, carries 0.511; number 59, O, carries -0.688; number 60, C, carries 0.369; number 61, O, carries 0.176; number 62, O, carries -0.852; number 63, O, carries -0.697; number 64, H, carries 0.339; number 65, H, carries 0.443; number 66, O, carries -0.652; number 67, H, carries 0.325; number 68, H, carries 0.314; number 69, O, carries -0.676; number 70, H, carries 0.264; number 71, H, carries 0.494; number 72, O, carries -0.657; number 73, H, carries 0.410; number 74, H, carries 0.295; number 75, O, carries -0.673; number 76, H, carries 0.302; number 77, H, carries 0.494; number 78, O, carries -0.684; number 79, H, carries 0.301; number 80, H, carries 0.281; number 81, O, carries -0.733; number 82, H, carries 0.389; number 83, H, carries 0.287; number 84, O, carries -0.732; number 85, H, carries 0.338; number 86, H, carries 0.395; number 87, O, carries -0.625; number 88, H, carries 0.461; number 89, H, carries 0.225; number 90, O, carries -0.641; number 91, H, carries 0.187; number 92, H, carries 0.270; number 93, O, carries -0.659; number 94, H, carries 0.520; number 95, H, carries 0.265; number 96, O, carries -0.655; number 97, H, carries 0.315; number 98, H, carries 0.318